The following is a quantum chemistry calculation of 6 unconnected molecules or ions with the total composition C41H42N2S, from the Open Molecules 2025 dataset.

Values from the calculation:
- electronic energy (eV) = -57013.961
- orbital gap (eV) = 8.52
- structure (SMILES) = SCCCc1cnc2ccccc2n1.c1ccccc1.c1ccccc1.c1ccccc1.c1ccccc1.c1ccccc1
- highest occupied orbital energy (hartree) = -0.325

Structure (XYZ):
```
86
Properties=species:S:1:pos:R:3:mulliken_charge:R:1
S 1.274 -4.502 -2.167 -0.205
C 1.679 -2.771 -1.794 -0.627
C 1.641 -2.418 -0.294 -0.768
C 0.569 -1.412 0.105 -0.478
C -0.846 -1.852 -0.141 0.815
C -1.730 -2.001 0.955 -0.904
N -2.983 -2.330 0.847 -0.603
C -3.411 -2.544 -0.432 0.675
C -4.758 -2.887 -0.667 -0.660
C -5.217 -3.096 -1.942 -0.551
C -4.351 -2.972 -3.047 -0.540
C -3.040 -2.638 -2.827 -0.559
C -2.548 -2.418 -1.528 -0.033
N -1.243 -2.051 -1.367 0.368
H 0.035 -4.647 -1.672 0.035
H 1.052 -2.117 -2.383 0.298
H 2.689 -2.676 -2.173 0.378
H 2.600 -1.966 -0.045 0.412
H 1.585 -3.326 0.294 0.301
H 0.671 -1.204 1.167 0.458
H 0.725 -0.465 -0.409 -0.132
H -1.345 -1.818 1.948 0.418
H -5.445 -2.983 0.157 0.533
H -6.251 -3.352 -2.107 0.436
H -4.727 -3.143 -4.039 0.455
H -2.373 -2.545 -3.669 0.489
C 2.836 2.377 -0.726 -0.734
C 1.575 2.582 -1.268 -0.261
C 0.902 3.772 -1.039 -0.618
C 1.488 4.761 -0.263 -0.576
C 2.749 4.559 0.280 -0.339
C 3.425 3.368 0.048 0.110
H 3.360 1.447 -0.904 0.387
H 1.108 1.807 -1.865 0.517
H -0.085 3.926 -1.457 0.479
H 0.959 5.687 -0.077 0.382
H 3.204 5.331 0.888 0.344
H 4.407 3.210 0.475 0.282
C -1.382 -8.450 1.442 -0.418
C -2.681 -7.981 1.301 -0.431
C -2.912 -6.628 1.093 -0.452
C -1.844 -5.745 1.028 -0.077
C -0.545 -6.213 1.174 -0.363
C -0.314 -7.566 1.379 -0.525
H -1.202 -9.506 1.599 0.359
H -3.514 -8.670 1.354 0.369
H -3.924 -6.261 0.982 0.421
H -2.026 -4.691 0.865 0.400
H 0.289 -5.524 1.123 0.329
H 0.699 -7.932 1.488 0.386
C -4.665 2.823 -4.232 -0.371
C -3.368 2.923 -4.716 -0.420
C -2.381 2.071 -4.238 -0.587
C -2.692 1.121 -3.275 -0.023
C -3.988 1.025 -2.787 -0.254
C -4.975 1.875 -3.267 -0.636
H -5.435 3.484 -4.608 0.368
H -3.126 3.665 -5.466 0.375
H -1.370 2.147 -4.617 0.407
H -1.924 0.452 -2.903 0.365
H -4.228 0.285 -2.033 0.377
H -5.986 1.798 -2.888 0.391
C 6.982 4.360 1.327 -0.248
C 6.214 4.689 2.437 -0.047
C 6.741 4.548 3.713 -0.593
C 8.035 4.075 3.880 -0.341
C 8.801 3.741 2.772 -0.413
C 8.275 3.884 1.495 -0.412
H 6.573 4.475 0.331 0.411
H 5.204 5.056 2.307 0.206
H 6.143 4.807 4.577 0.372
H 8.447 3.967 4.875 0.363
H 9.808 3.368 2.903 0.357
H 8.872 3.624 0.631 0.366
C -2.555 2.774 1.910 -0.601
C -1.316 2.563 1.320 -0.262
C -0.159 2.637 2.084 -0.159
C -0.243 2.924 3.440 -0.619
C -1.481 3.143 4.029 -0.369
C -2.637 3.067 3.265 -0.388
H -3.456 2.711 1.314 0.420
H -1.252 2.341 0.263 0.502
H 0.807 2.470 1.623 0.353
H 0.658 2.979 4.037 0.390
H -1.545 3.371 5.085 0.364
H -3.602 3.235 3.725 0.374
```